#a
{"formula": "C6H7NO2", "method": "ωB97M-V with the def2-TZVPD basis set", "species": ["C", "C", "C", "C", "C", "C", "N", "O", "O", "H", "H", "H", "H", "H", "H", "H"], "positions_angstrom": [[-2.95681, -0.31296, -0.38906], [-1.53511, -0.54324, 0.20184], [-0.67868, 0.59683, 0.24241], [1.17986, -0.89090, 0.20277], [0.30452, -2.15209, -0.04733], [-1.08851, 2.03936, 0.13098], [0.57391, 0.43065, 0.50133], [-4.05271, 0.07564, -0.39210], [-1.07504, -1.81176, 0.17403], [1.93555, -1.14067, 0.91665], [1.67765, -0.64458, -0.74907], [0.38945, -2.56551, -1.01497], [0.62014, -2.95196, 0.72514], [-1.66107, 2.41819, 1.03657], [-1.69861, 2.33746, -0.72904], [-0.03205, 2.48721, -0.04124]], "total_charge": 0, "smiles": "CC1=NCCOC1=C=O", "e_lumo_ev": [0.06, 0.06]}

***

#b
{"formula": "C6H7NO2", "method": "ωB97M-V with the def2-TZVPD basis set", "species": ["C", "C", "C", "C", "C", "C", "N", "O", "O", "H", "H", "H", "H", "H", "H", "H"], "positions_angstrom": [[-1.79678, -0.42539, 0.11096], [-1.51715, 0.62487, 0.87003], [-0.55765, -0.29135, -0.77194], [-0.20990, 0.96506, 0.15277], [0.81822, -0.94713, -0.49151], [1.16049, 0.34799, 0.52932], [-0.33957, 1.02095, -1.27006], [0.83901, -2.20720, 0.06765], [2.27108, 1.11951, 0.26045], [-2.59268, -1.14387, 0.04975], [-1.98763, 1.13181, 1.69093], [1.45297, -0.96139, -1.37675], [1.20902, 0.01799, 1.56451], [-1.17416, 1.50046, -1.59273], [0.25195, -2.24261, 0.83207], [2.17280, 1.49030, -0.62544]], "total_charge": 0, "smiles": "O[C@@H]1[C@@H](O)[C@]23C=C[C@]12N3", "e_lumo_ev": 0.83}

***

The winner here is #a, beating the second structure by 1.367 eV.

***

#a
{"formula": "C6H7NO2", "method": "ωB97M-V with the def2-TZVPD basis set", "species": ["C", "C", "C", "C", "C", "C", "H", "H", "H", "H", "H", "H", "H", "N", "O", "O"], "positions_angstrom": [[2.99179, 0.08564, -0.19690], [1.63565, -0.35152, 0.29436], [-0.75342, 0.10830, -0.15328], [-1.75433, 0.87136, 0.46423], [-2.96683, 0.14537, 0.40358], [-2.50652, -1.06516, -0.17759], [3.96113, -0.62754, 0.12978], [3.24697, 1.06144, -0.05385], [3.08440, -0.03624, -1.21433], [0.77916, 1.24492, -0.90890], [-1.60869, 1.91657, 0.97573], [-3.78826, 0.47463, 0.96656], [-3.12314, -1.96380, -0.73231], [0.62120, 0.38342, -0.30123], [1.43341, -1.23490, 1.01919], [-1.25251, -1.01250, -0.51503]], "total_charge": 0, "smiles": "CC(=O)Nc1ccco1", "e_lumo_ev": 0.76}

***

#b
{"formula": "C6H7NO2", "method": "ωB97M-V with the def2-TZVPD basis set", "species": ["C", "C", "C", "C", "C", "C", "H", "H", "H", "H", "H", "H", "H", "N", "O", "O"], "positions_angstrom": [[-1.95470, -0.92490, 0.08974], [-0.74625, -0.26355, 0.23465], [-0.67860, 1.02703, 0.38258], [0.47107, 1.79637, 0.01527], [1.71299, 1.10782, -0.20882], [0.55940, -0.90653, -0.16565], [-3.91518, -0.32899, -0.39216], [-1.80116, -1.82996, -0.67425], [-2.00014, -1.52762, 0.99297], [-1.47147, 1.61838, 0.62705], [0.57580, 2.88942, 0.01999], [2.83184, 1.14286, -0.52256], [0.46069, -1.88013, 0.15207], [1.64608, -0.36743, -0.20672], [-2.97918, 0.07638, -0.27645], [2.68089, -1.14255, 0.17113]], "total_charge": 0, "smiles": "[O-][n+]1cccc(CO)c1", "e_lumo_ev": 0.34}

***

The winner here is #a, beating the second structure by 3.715 eV.

***

#a
{"formula": "F2H4N2P", "method": "ωB97M-V with the def2-TZVPD basis set", "species": ["N", "N", "F", "F", "P", "H", "H", "H", "H"], "positions_angstrom": [[-1.27541, -0.28781, -0.66990], [0.37403, 0.84525, 0.99603], [2.09014, -0.50649, -1.31016], [0.28155, -1.69670, 0.85605], [0.16949, -0.40847, 0.04268], [-1.41275, -0.98387, -1.33098], [-1.78232, 0.55989, -0.70348], [0.99475, 0.73772, 1.70381], [0.56053, 1.74048, 0.41594]], "total_charge": 1, "e_lumo_ev": [-7.60, -7.60]}

***

#b
{"formula": "F2H4N2P", "method": "ωB97M-V with the def2-TZVPD basis set", "species": ["N", "N", "F", "F", "P", "H", "H", "H", "H"], "positions_angstrom": [[1.39305, 0.00647, 0.70334], [-1.11795, 0.90611, -0.46788], [-1.20838, -1.85918, 0.04539], [0.53227, -0.69014, -1.51569], [0.02708, -0.18465, -0.21756], [1.39029, 0.42398, 1.65778], [2.28875, -0.66274, 0.51475], [-1.89333, 0.74412, -1.11627], [-1.41178, 1.31605, 0.39615]], "total_charge": 1, "e_lumo_ev": -6.07}

***

The winner here is #b, beating the second structure by 1.166 eV.

***

#a
{"formula": "C8H13N2O2", "method": "ωB97M-V with the def2-TZVPD basis set", "species": ["C", "C", "C", "C", "C", "C", "C", "C", "N", "N", "O", "O", "H", "H", "H", "H", "H", "H", "H", "H", "H", "H", "H", "H", "H"], "positions_angstrom": [[-1.26639, -2.13938, 2.66047], [-1.62775, -1.06710, 1.83003], [0.52289, -1.05829, 1.90147], [0.21620, 0.85323, -3.49502], [-0.78326, -0.25073, -2.96898], [-0.46541, 1.36248, -1.46117], [1.96479, -0.72177, 1.68947], [-0.53108, 1.94096, -0.11754], [0.14099, -2.11251, 2.65395], [-0.53039, -0.46569, 1.34718], [0.28494, 1.81469, -2.40007], [-1.06442, 0.29892, -1.64655], [-1.72566, -3.02928, 2.96376], [1.28082, 0.49584, -3.74257], [-0.09589, 1.22094, -4.52352], [-1.68372, -0.02955, -3.56620], [-2.55796, -0.71201, 1.47924], [2.10602, 0.26275, 2.25991], [2.61400, -1.53040, 2.08918], [2.06546, -0.43597, 0.57001], [-0.61528, 0.94115, 0.55626], [-1.42445, 2.60959, 0.15911], [0.27195, 2.61738, 0.01118], [0.64397, -2.69342, 3.35581], [-0.25079, -1.12496, -2.76588]], "total_charge": 1, "e_lumo_ev": -3.00}

***

#b
{"formula": "C8H13N2O2", "method": "ωB97M-V with the def2-TZVPD basis set", "species": ["C", "C", "C", "C", "C", "C", "C", "C", "N", "N", "O", "O", "H", "H", "H", "H", "H", "H", "H", "H", "H", "H", "H", "H", "H"], "positions_angstrom": [[0.76408, 2.29731, -0.00174], [-0.05212, -2.83132, 0.04654], [-1.70356, 1.23167, 0.06313], [-1.21691, -2.21629, -0.61676], [1.25962, -2.13053, -0.34928], [-0.10907, 1.15015, 0.43642], [0.23145, -0.06699, -0.34166], [1.34117, 3.23797, 1.03663], [-2.10429, -0.10594, -0.14142], [-1.14770, -0.83787, -0.41101], [0.92692, 2.35808, -1.19488], [1.22361, -0.81975, 0.22051], [-0.26110, -2.75490, 1.11552], [0.12233, -3.91665, -0.37067], [-2.43533, 1.59822, 0.78658], [-1.84097, 1.74986, -0.92856], [-1.14635, -2.30517, -1.71793], [-2.24072, -2.44956, -0.36845], [2.22584, -2.53656, 0.08857], [1.35010, -2.15318, -1.48374], [0.06706, 0.82636, 1.46532], [0.45411, 0.30224, -1.38693], [0.51577, 3.52266, 1.59660], [1.87875, 4.12327, 0.69248], [1.89732, 2.72695, 1.76472]], "total_charge": 1, "smiles": "CC(=O)[C@H]1CN=[N+]2CCCO[C@H]12", "e_lumo_ev": -5.17}

***

The winner here is #a, beating the second structure by 0.739 eV.

***

#a
{"formula": "C14H28Br14", "method": "ωB97M-V with the def2-TZVPD basis set", "species": ["Br", "C", "C", "Br", "H", "H", "H", "H", "Br", "C", "C", "Br", "H", "H", "H", "H", "Br", "C", "C", "Br", "H", "H", "H", "H", "Br", "C", "C", "Br", "H", "H", "H", "H", "Br", "C", "C", "Br", "H", "H", "H", "H", "Br", "C", "C", "Br", "H", "H", "H", "H", "Br", "C", "C", "Br", "H", "H", "H", "H"], "positions_angstrom": [[-6.13870, -3.61684, -2.18039], [-4.78886, -3.17213, -0.81395], [-5.10983, -2.00845, 0.07518], [-3.60944, -1.75995, 1.32535], [-3.79013, -3.13622, -1.24911], [-4.76738, -4.02757, -0.13878], [-6.03015, -2.12301, 0.64789], [-5.34092, -1.05278, -0.39536], [2.07205, -0.96660, 4.51747], [3.41221, 0.39196, 4.54382], [3.82015, 0.58042, 3.15269], [5.08529, 2.17102, 3.19532], [4.23725, -0.03770, 5.11199], [2.99621, 1.34639, 4.86647], [3.05409, 0.85460, 2.42737], [4.38478, -0.26933, 2.76901], [-6.70529, 0.74367, 1.75146], [-5.49459, 2.26734, 1.97788], [-5.61402, 2.78742, 3.40176], [-7.46626, 3.63027, 3.68486], [-5.82265, 3.05521, 1.29984], [-4.51803, 1.85649, 1.72171], [-4.80915, 3.51332, 3.51732], [-5.43732, 1.99772, 4.13199], [1.71355, 3.23969, -2.31921], [0.39775, 4.59054, -3.02932], [-0.76340, 4.77280, -2.02777], [-2.15371, 5.92458, -2.80131], [0.18903, 4.24734, -4.04261], [0.88620, 5.55086, -3.19461], [-0.47868, 5.22719, -1.07879], [-1.23454, 3.79375, -1.94054], [0.53003, -0.25612, 1.48998], [-0.28350, -0.59768, -0.30152], [-0.68784, 0.71257, -0.87661], [-2.13019, 1.73415, 0.15128], [-1.16937, -1.23263, -0.28788], [0.46725, -1.09267, -0.91752], [-1.04667, 0.56663, -1.89545], [0.22857, 1.30265, -0.86665], [1.66141, -3.81963, -0.58429], [2.74212, -3.83051, 1.06584], [4.14214, -3.20426, 0.81900], [4.91498, -3.10403, 2.66854], [2.86396, -4.84390, 1.44834], [2.28139, -3.11731, 1.74933], [4.02732, -2.20183, 0.40664], [4.68237, -3.89047, 0.16680], [6.29311, -2.47971, -5.37619], [4.37649, -2.08580, -4.79115], [4.28068, -1.27266, -3.46571], [2.37007, -1.14306, -2.94331], [3.79929, -3.00983, -4.75780], [3.93415, -1.45991, -5.56619], [4.71657, -0.28007, -3.57916], [4.83034, -1.76572, -2.66392]], "total_charge": 0, "smiles": "BrCCBr.BrCCBr.BrCCBr.BrCCBr.BrCCBr.BrCCBr.BrCCBr", "e_lumo_ev": -0.06}

***

#b
{"formula": "C14H28Br14", "method": "ωB97M-V with the def2-TZVPD basis set", "species": ["Br", "C", "C", "Br", "H", "H", "H", "H", "Br", "C", "C", "Br", "H", "H", "H", "H", "Br", "C", "C", "Br", "H", "H", "H", "H", "Br", "C", "C", "Br", "H", "H", "H", "H", "Br", "C", "C", "Br", "H", "H", "H", "H", "Br", "C", "C", "Br", "H", "H", "H", "H", "Br", "C", "C", "Br", "H", "H", "H", "H"], "positions_angstrom": [[-1.72231, 3.49011, -4.04306], [-3.24640, 2.25244, -4.01106], [-2.78600, 0.96439, -3.30113], [-1.39197, -0.02652, -4.24395], [-3.47932, 2.08971, -5.04866], [-4.13900, 2.66376, -3.52638], [-3.62720, 0.28068, -3.19168], [-2.35278, 1.18601, -2.28876], [1.17846, -2.56010, 6.65823], [1.05791, -2.81596, 4.70173], [2.20240, -2.07960, 4.05777], [2.00983, -2.22531, 2.10989], [0.06905, -2.49032, 4.39411], [1.17821, -3.89014, 4.60143], [3.17727, -2.53642, 4.23271], [2.10556, -1.04369, 4.40428], [-2.76443, -4.12725, 0.33646], [-4.18349, -2.75298, 0.33622], [-5.50745, -3.35070, -0.04319], [-6.75714, -1.89805, -0.05889], [-3.87968, -2.00019, -0.36593], [-4.28418, -2.29433, 1.32778], [-5.84486, -4.02233, 0.69375], [-5.44377, -3.74241, -1.02158], [1.84584, 2.32076, -5.99109], [2.16405, 2.37072, -3.95730], [2.73640, 3.62473, -3.69877], [2.96612, 3.73952, -1.64652], [2.77840, 1.50081, -3.72182], [1.13047, 2.27186, -3.60384], [2.19287, 4.49422, -4.04983], [3.74750, 3.71675, -4.04800], [5.25336, 3.36188, 5.79099], [3.42936, 2.77888, 5.47701], [3.32497, 2.25442, 4.07665], [1.41066, 1.91789, 3.83629], [2.79558, 3.62581, 5.64004], [3.22314, 2.06001, 6.25540], [3.86002, 1.34020, 3.99173], [3.60411, 3.01356, 3.36103], [-2.21660, -0.10411, 0.34690], [-0.66789, 0.82271, 1.18279], [-0.16353, 1.95638, 0.33234], [-1.40649, 3.45590, 0.21512], [0.04313, 0.01374, 1.38435], [-1.06759, 1.21811, 2.14152], [-0.11893, 1.65355, -0.70670], [0.75944, 2.39166, 0.73089], [0.04525, -4.99654, -3.41308], [0.24450, -3.45893, -2.25616], [1.48027, -2.73758, -2.79685], [1.77215, -1.27356, -1.56340], [0.31895, -3.76222, -1.20341], [-0.59355, -2.76850, -2.31668], [1.27071, -2.41111, -3.78729], [2.26858, -3.46229, -2.71242]], "total_charge": 0, "smiles": "BrCCBr.BrCCBr.BrCCBr.BrCCBr.BrCCBr.BrCCBr.BrCCBr", "e_lumo_ev": 0.01}

***

The winner here is #b, beating the second structure by 0.827 eV.

***

#a
{"formula": "C2H5NO2", "method": "ωB97M-V with the def2-TZVPD basis set", "species": ["C", "C", "H", "H", "H", "H", "H", "N", "O", "O"], "positions_angstrom": [[-0.61104, -0.10889, 0.00817], [0.67822, -0.69386, 0.11024], [-1.70675, 1.78045, 0.01729], [0.16787, 1.74675, 0.20995], [1.05947, -1.46099, 0.81071], [0.49995, -1.28759, -0.70903], [1.71432, 0.88185, 0.59320], [-0.74333, 1.23353, -0.02102], [-1.50502, -0.83302, -0.02762], [1.88818, 0.14819, -0.15807]], "total_charge": 0, "smiles": "NC(=O)CO", "e_lumo_ev": 0.47}

***

#b
{"formula": "C2H5NO2", "method": "ωB97M-V with the def2-TZVPD basis set", "species": ["N", "C", "O", "C", "O", "H", "H", "H", "H", "H"], "positions_angstrom": [[-0.76500, -1.37790, -1.33539], [-0.15133, -0.26401, -0.94089], [-0.35210, -0.16853, 0.38690], [0.18874, 0.99330, 1.01767], [1.45567, 1.33476, 0.58035], [-1.29480, -1.97824, -0.70885], [-0.71258, -1.63967, -2.30542], [-0.46133, 1.85125, 0.82510], [0.16095, 0.73495, 2.08525], [1.93178, 0.51410, 0.39528]], "total_charge": 0, "e_lumo_ev": 1.01}

***

The winner here is #a, beating the second structure by 0.125 eV.

***

#a
{"formula": "C2H5NO2", "method": "ωB97M-V with the def2-TZVPD basis set", "species": ["N", "C", "O", "C", "O", "H", "H", "H", "H", "H"], "positions_angstrom": [[1.19769, 0.04778, -0.45891], [0.07890, -0.80446, 0.40276], [0.42607, -1.87255, 0.84635], [-1.08080, -0.13374, 0.05343], [-1.11183, 1.28423, -0.05814], [1.92714, -0.57366, -0.82902], [1.64536, 0.82213, 0.02890], [0.33196, 0.23493, -1.04427], [-2.02586, -0.60464, 0.24510], [-1.38863, 1.59999, 0.81379]], "total_charge": 0, "smiles": "[NH3+]/C([O-])=C\\O", "e_lumo_ev": 0.42}

***

#b
{"formula": "C2H5NO2", "method": "ωB97M-V with the def2-TZVPD basis set", "species": ["O", "C", "O", "C", "N", "H", "H", "H", "H", "H"], "positions_angstrom": [[-1.25016, -1.28029, 1.16072], [-0.15169, 1.28941, 0.71392], [1.81773, -0.12650, -2.02283], [-0.15137, 0.94409, -0.56662], [-0.47979, 0.99181, 1.83950], [-1.57472, -2.05745, 1.63529], [0.68559, 0.96329, -1.27496], [-0.76524, 0.10597, -0.87583], [-0.53359, -0.10234, 1.89086], [2.40325, -0.72800, -2.50005]], "total_charge": 0, "e_lumo_ev": -4.88}

***

#c
{"formula": "C2H5NO2", "method": "ωB97M-V with the def2-TZVPD basis set", "species": ["C", "C", "H", "H", "H", "H", "H", "N", "O", "O"], "positions_angstrom": [[1.71454, -0.40079, 0.04202], [-0.73367, -0.74805, 0.02199], [1.98042, -0.48434, 1.25308], [2.58351, 0.25064, -0.51221], [1.72646, -1.53664, -0.30602], [-0.89644, 1.21212, 0.32080], [-0.69118, -1.88574, 0.06170], [0.37590, 0.00610, -0.20431], [0.14393, 1.30508, 0.02018], [-1.79634, -0.14329, 0.00841]], "total_charge": 0, "smiles": "CN(O)C=O", "e_lumo_ev": 0.78}

***

The winner here is #a, beating the second structure by 0.065 eV.